The following is a DFT calculation (wB97M-V/def2-TZVPD) of 10 unconnected molecules or ions with the total composition C19H55O12.

Summary:
gap between HOMO and LUMO	9.102	eV
lowest unoccupied orbital energy	2.41	eV
net charge	-1
energy above the lowest of the compared OMol25 structures with the same formula, charge and spin	0.0	kcal per mole

```
86
Properties=species:S:1:pos:R:3:forces:R:3:mulliken_charge:R:1
O 1.039 -0.203 -0.689 -0.37 -0.10 0.32 -0.31
C -0.066 -0.518 0.064 -0.34 -0.22 0.02 -0.14
O -0.789 -1.428 -0.388 0.12 0.37 0.31 -0.97
O -0.245 0.146 1.125 0.41 -0.10 -0.55 0.86
H 0.965 -0.783 -1.473 0.27 0.29 -0.17 -0.10
C 1.197 4.649 0.392 0.61 0.69 0.05 -1.35
C 0.433 3.367 0.556 -0.19 0.03 -0.38 0.62
O 1.087 2.582 1.529 -0.01 0.00 0.22 -0.63
H 2.259 4.466 0.218 0.01 -0.23 0.02 0.14
H 1.130 5.261 1.296 -0.05 -0.06 -0.02 0.34
H 0.867 5.264 -0.449 -0.29 -0.16 0.03 0.39
H 0.391 2.835 -0.404 0.05 -0.04 0.03 -0.17
H -0.601 3.607 0.837 0.04 -0.20 0.10 0.29
H 0.680 1.698 1.518 -0.01 -0.06 -0.13 0.12
C -3.568 3.122 -0.697 -0.23 0.18 0.27 -1.53
C -2.795 1.856 -0.412 0.04 0.05 0.04 0.54
O -2.482 1.795 0.967 0.14 0.13 -0.18 -0.64
H -2.971 4.000 -0.445 0.05 -0.03 -0.03 0.31
H -4.459 3.145 -0.064 -0.02 0.03 -0.09 0.34
H -3.875 3.196 -1.741 0.03 -0.09 -0.04 0.37
H -1.874 1.860 -1.009 -0.04 -0.16 0.00 -0.14
H -3.395 0.978 -0.686 0.10 0.00 -0.14 0.38
H -1.660 1.276 1.028 -0.21 -0.16 0.32 0.06
C 4.438 -0.632 2.823 0.22 0.03 -0.23 -1.29
C 2.957 -0.916 2.935 -0.06 -0.05 -0.06 0.79
O 2.574 -0.862 4.298 -0.06 0.09 -0.03 -0.64
H 4.801 -0.964 1.846 0.03 0.01 0.09 0.25
H 4.999 -1.154 3.599 -0.07 -0.11 0.00 0.39
H 4.666 0.432 2.905 -0.11 0.00 0.10 0.29
H 2.734 -1.906 2.513 0.05 -0.02 0.08 0.21
H 2.394 -0.195 2.329 -0.01 0.03 0.09 -0.38
H 1.600 -0.880 4.308 0.02 -0.07 -0.12 0.42
C -1.961 0.322 -3.653 0.19 0.10 -0.14 -0.39
C -1.386 1.491 -4.424 0.01 0.02 0.11 -0.43
O -2.453 2.292 -4.924 -0.31 0.00 0.10 -0.55
H -2.579 -0.304 -4.297 0.13 -0.10 0.00 0.46
H -2.575 0.648 -2.817 -0.03 0.15 -0.02 -0.05
H -1.121 -0.241 -3.238 -0.17 -0.24 -0.06 0.03
H -0.778 1.134 -5.264 0.06 -0.06 0.09 0.40
H -0.737 2.063 -3.747 -0.05 0.10 -0.15 0.21
H -2.119 2.988 -5.493 0.19 -0.01 0.05 0.28
C 2.975 -2.987 -2.115 0.46 0.09 -0.34 -1.16
C 1.559 -2.930 -2.631 -0.32 -0.40 0.25 -0.03
O 1.207 -1.630 -3.112 -0.19 -0.06 0.05 -0.40
H 3.714 -2.887 -2.920 -0.13 -0.04 -0.04 0.37
H 3.173 -3.940 -1.622 -0.06 0.05 0.10 0.37
H 3.167 -2.162 -1.428 -0.11 -0.11 0.18 0.19
H 0.858 -3.160 -1.825 0.01 0.28 -0.03 0.15
H 1.343 -3.698 -3.384 0.24 0.16 -0.15 0.37
H 1.848 -1.332 -3.764 0.09 -0.05 0.05 0.22
C 5.221 2.674 -0.300 -0.29 0.04 0.23 -1.51
C 4.187 1.620 0.054 0.48 -0.35 -0.45 0.62
O 3.244 1.544 -1.001 -0.26 -0.08 0.21 -0.51
H 5.918 2.810 0.529 0.06 -0.02 -0.06 0.37
H 4.725 3.627 -0.491 0.02 0.04 -0.03 0.33
H 5.770 2.378 -1.193 0.03 0.04 -0.03 0.33
H 3.705 1.826 1.010 -0.09 0.11 0.02 0.13
H 4.711 0.653 0.123 -0.09 0.09 0.24 0.07
H 2.517 0.968 -0.699 0.09 0.27 -0.23 0.38
C -0.262 0.467 5.896 -0.20 -0.07 -0.12 -1.31
C -0.401 0.633 4.400 -0.32 0.41 -0.45 0.15
O -0.201 -0.628 3.761 0.08 0.29 0.28 -0.77
H -1.062 -0.178 6.265 0.14 -0.14 -0.01 0.30
H -0.376 1.423 6.407 0.16 0.07 -0.05 0.39
H 0.706 0.026 6.135 -0.02 0.06 0.15 0.28
H 0.294 1.379 3.988 0.17 -0.15 0.26 0.03
H -1.397 1.033 4.152 0.02 -0.21 0.08 0.39
H -0.211 -0.448 2.801 -0.12 -0.23 -0.02 0.28
C -4.625 -2.314 2.728 -0.02 0.04 0.21 -1.49
C -3.572 -1.541 1.969 0.33 -0.13 0.25 0.62
O -2.572 -2.461 1.567 -0.15 0.16 -0.08 -0.60
H -5.474 -1.680 2.992 -0.04 0.00 -0.15 0.39
H -4.218 -2.697 3.665 0.07 -0.12 -0.09 0.33
H -4.958 -3.153 2.115 -0.12 -0.01 0.07 0.34
H -3.117 -0.785 2.621 -0.17 0.15 -0.11 -0.01
H -4.030 -1.039 1.109 0.10 0.04 -0.03 0.04
H -1.923 -1.979 1.024 -0.03 -0.19 -0.10 0.33
C -2.480 -4.644 -3.867 0.00 -0.10 -0.25 -1.51
C -1.974 -3.369 -3.246 0.09 0.37 0.42 0.51
O -1.604 -3.645 -1.908 0.06 0.04 -0.07 -0.52
H -3.407 -4.941 -3.377 -0.01 -0.09 -0.06 0.32
H -1.759 -5.456 -3.757 0.06 0.07 0.11 0.35
H -2.653 -4.512 -4.937 -0.14 0.03 0.04 0.38
H -2.762 -2.604 -3.250 -0.03 -0.06 -0.15 0.14
H -1.125 -2.942 -3.801 -0.02 -0.14 -0.06 0.08
H -1.402 -2.806 -1.454 -0.01 -0.17 0.04 0.49
```
Positions in Å, forces in eV/Å.